# C4H12NO2

2 unconnected molecules or ions with the total composition C4H12NO2 (ωB97M-V with the def2-TZVPD basis set, the Open Molecules 2025 dataset).

Last column: Löwdin charge in e.
Positions of all 19 atoms, in Å:
C (-0.2123, -1.2536, -1.3777)  0.004
N (-1.1857, -0.6053, -0.4594)  -0.053
C (-2.1373, -1.5568, 0.1781)  0.008
H (0.4148, -0.4903, -1.8304)  0.105
H (0.3880, -1.9554, -0.8121)  0.110
H (-0.7497, -1.7760, -2.1639)  0.107
H (-1.7170, 0.0905, -0.9809)  0.177
H (-0.6561, -0.1146, 0.2920)  0.097
H (-2.7302, -2.0509, -0.5827)  0.106
H (-2.7687, -1.0161, 0.8735)  0.108
H (-1.5622, -2.3042, 0.7166)  0.111
O (0.4658, 0.5591, 1.4563)  0.060
C (1.0876, 1.4457, 0.9011)  -0.542
O (0.4554, 2.4868, 0.3274)  0.120
C (2.5684, 1.5007, 0.7470)  0.038
H (-0.4454, 2.5225, 0.6841)  0.135
H (3.0407, 0.8279, 1.4528)  0.101
H (2.9423, 2.5175, 0.8477)  0.103
H (2.8017, 1.1723, -0.2695)  0.104

Atoms 1-6, force components in eV/Å:
C -0.021 0.001 -0.223
N -0.091 -0.084 -0.005
C 0.120 -0.212 0.119
H 0.047 0.025 0.074
H 0.070 -0.037 0.090
H -0.067 -0.040 0.025

The net charge is +1. The HOMO energy is -15.0 eV. For the lowest unoccupied orbital energy, the calculation gives -3.22 eV. The energy relative to the best compared isomer or geometry (same formula, charge and spin) is 31.2 kJ/mol. Its HOMO-LUMO gap is 0.43297 hartree.